14
Properties=species:S:1:pos:R:3:mulliken_charge:R:1 method="wB97M-V/def2-TZVPD" e_tot_ev=-12122.454 spin_multiplicity=1 orbital_gap_ev="7.992 / 7.992" e_homo_ev="-12.701 / -12.701" smiles="N=C=C1N=[N+](N)N=C1N" e_above_lowest_kcal_mol=9.61 charge=+1
N 0.320 -3.445 0.132 -0.102
C 0.361 -2.299 -0.051 0.220
C 0.272 -0.911 0.166 0.069
N 1.402 -0.209 0.494 -0.885
N 0.998 1.024 0.412 1.592
N 1.826 2.054 0.603 -0.484
N -0.228 1.278 0.086 -0.956
C -0.826 0.117 -0.056 0.522
N -2.078 -0.090 -0.426 -0.450
H 0.356 -4.389 -0.204 0.323
H 2.739 1.663 0.642 0.297
H 1.624 2.936 0.170 0.291
H -2.809 -0.811 -0.190 0.277
H -2.729 0.700 -0.627 0.287

=====

81
Properties=species:S:1:pos:R:3:mulliken_charge:R:1 method="wB97M-V/def2-TZVPD" e_tot_ev=-194856.844 spin_multiplicity=1 orbital_gap_ev=6.946 e_homo_ev=-7.929 e_above_lowest_kcal_mol=0.00
Y -0.266 -0.894 2.097 1.817
C 2.007 0.986 -3.470 -1.762
C 0.600 1.143 -2.948 0.817
C -0.284 2.063 -3.827 -1.538
O -0.016 -0.188 -2.871 -0.196
C -0.716 -0.231 -1.636 -1.036
C 0.110 0.795 -0.715 -0.189
O 0.661 1.683 -1.651 -0.073
C -0.415 1.740 0.438 3.826
O -0.810 1.031 1.628 -1.300
C -1.604 2.498 -0.105 -0.670
C -1.490 3.747 -0.749 -0.276
C -2.600 4.371 -1.403 -0.813
C -3.835 3.713 -1.509 -0.750
C -3.919 2.443 -0.889 -0.585
C -2.841 1.889 -0.153 -0.496
C 0.764 2.686 0.884 -0.385
C 0.575 3.823 1.641 0.176
C 1.539 4.712 2.083 -1.073
C 2.844 4.534 1.670 -0.371
C 3.147 3.422 0.822 -0.986
C 2.104 2.604 0.418 0.116
C -1.005 -1.688 -1.105 2.203
O -0.628 -1.791 0.272 -0.924
C -2.556 -2.030 -1.278 0.055
C -3.358 -1.855 -0.165 -0.128
C -4.773 -2.094 -0.192 -0.863
C -5.333 -2.602 -1.339 -0.555
C -4.548 -2.822 -2.474 -0.817
C -3.189 -2.478 -2.494 -0.209
C -0.200 -2.720 -1.957 0.379
C -0.300 -2.890 -3.364 -0.408
C 0.160 -4.029 -4.007 -0.708
C 0.611 -5.171 -3.335 -0.675
C 0.799 -4.970 -1.964 -0.570
C 0.465 -3.758 -1.346 -0.317
H 1.976 0.569 -4.488 0.401
H 2.604 0.310 -2.809 0.332
H 2.511 1.975 -3.513 0.353
H -0.318 1.680 -4.843 0.390
H 0.125 3.076 -3.862 0.351
H -1.283 2.133 -3.406 0.277
H -1.708 0.169 -1.819 0.390
H 0.989 0.301 -0.256 0.295
H -0.547 4.275 -0.822 0.430
H -2.525 5.379 -1.768 0.434
H -4.681 4.189 -1.992 0.434
H -4.811 1.826 -0.935 0.452
H -3.051 0.957 0.339 0.338
H -0.482 4.052 1.875 0.358
H 1.261 5.540 2.702 0.456
H 3.640 5.216 2.000 0.368
H 4.106 3.186 0.388 0.475
H 2.347 1.880 -0.357 0.103
H -2.873 -1.440 0.744 -0.064
H -5.365 -1.779 0.659 0.418
H -6.377 -2.858 -1.344 0.412
H -4.885 -3.266 -3.402 0.425
H -2.675 -2.531 -3.435 0.380
H -0.673 -2.052 -3.931 0.390
H 0.102 -4.050 -5.100 0.357
H 0.882 -6.109 -3.837 0.384
H 1.209 -5.695 -1.242 0.352
H 0.755 -3.552 -0.323 0.185
Br -0.314 -1.300 7.725 -0.174
C 1.083 -1.278 6.451 -0.408
C 2.314 -1.495 7.005 -0.390
C 3.490 -1.404 6.235 -0.134
Br 5.140 -1.492 7.117 -0.219
C 3.429 -1.191 4.821 0.538
C 4.543 -1.163 3.958 -0.421
C 4.351 -1.157 2.607 -1.099
C 3.078 -1.152 2.054 -0.096
N 1.998 -0.953 2.831 0.151
C 2.159 -1.057 4.206 -0.062
C 0.954 -1.092 5.006 1.200
O -0.218 -1.090 4.362 -1.069
H 2.390 -1.847 8.043 0.374
H 5.560 -1.221 4.419 0.271
H 5.185 -1.018 1.942 0.385
H 2.902 -1.138 0.989 0.559

=====

22
Properties=species:S:1:pos:R:3:mulliken_charge:R:1 method="wB97M-V/def2-TZVPD" e_tot_ev=-18573.609 spin_multiplicity=1 orbital_gap_ev=7.514 e_homo_ev=-3.881 smiles=Cc1onc(N)c1[C@@]1([O-])O[C@]1(C)O e_above_lowest_kcal_mol=74.45 charge=-1
C -1.182 -1.803 1.615 -1.043
C -1.006 -1.364 0.134 0.057
O -1.753 -2.195 -0.649 -0.149
N -1.661 -1.736 -1.877 -0.737
C -0.861 -0.718 -1.904 0.194
N -0.569 -0.024 -3.098 -0.668
C -0.494 -0.303 -0.601 0.320
C 0.065 1.021 -0.145 1.274
O -0.202 2.077 -0.909 -0.988
O -0.084 1.207 1.263 -0.544
C 1.261 1.440 0.767 0.501
C 2.280 0.522 1.327 -1.303
O 1.578 2.703 0.438 -0.734
H -1.616 -1.011 2.119 0.324
H -2.079 -2.498 1.572 0.297
H -0.265 -2.000 2.134 0.281
H -0.325 0.926 -2.647 0.371
H -1.340 0.040 -3.712 0.253
H 1.878 -0.449 1.140 0.299
H 2.246 0.708 2.416 0.241
H 3.263 0.671 0.920 0.349
H 0.868 2.788 -0.303 0.404

=====

15
Properties=species:S:1:pos:R:3:mulliken_charge:R:1 method="wB97M-V/def2-TZVPD" e_tot_ev=-19638.651 spin_multiplicity=1 orbital_gap_ev=9.724 e_homo_ev=-14.150 smiles="C=[N+]1N(C=O)[C@@]1(O)N=[SiH2]" e_above_lowest_kcal_mol=121.55 charge=+1
C 1.470 0.357 -1.865 -0.029
N 0.725 0.087 -0.912 0.113
N 0.865 -0.086 0.457 -0.134
C 1.895 0.423 1.284 0.034
O 2.684 1.246 0.788 -0.464
C -0.354 -0.585 -0.101 0.453
O -0.625 -1.880 -0.298 -0.449
N -1.630 0.219 -0.022 -0.254
Si -2.790 0.319 1.092 0.399
H 2.559 0.740 -1.670 0.237
H 1.315 0.153 -2.915 0.295
H 2.068 0.123 2.267 0.452
H -1.315 -1.924 -1.007 0.395
H -2.790 0.208 2.471 -0.042
H -4.078 0.599 0.430 -0.005